Record 1
{
  "formula": "C4H12",
  "method": "ωB97M-V/def2-TZVPD",
  "relative_energy_kj_mol": 30.49,
  "total_charge": 0,
  "orbital_gap_ev": 12.86,
  "symbols": ["C", "C", "C", "C", "H", "H", "H", "H", "H", "H", "H", "H", "H", "H", "H", "H"],
  "xyz": [[1.894, 0.277, 1.145], [-1.895, 0.674, -0.848], [1.358, -0.984, 1.884], [-1.374, 0.032, -2.108], [2.857, 0.011, 0.704], [1.684, -0.989, 2.917], [-1.402, 0.364, 0.074], [2.121, 1.084, 1.843], [-0.809, -0.885, -1.961], [1.776, -1.851, 1.369], [-2.961, 0.487, -0.708], [1.272, 0.664, 0.343], [-0.809, 0.712, -2.742], [0.286, -1.049, 1.709], [-1.799, 1.761, -0.877], [-2.197, -0.308, -2.745]]
}

Record 2
{
  "formula": "C4H12",
  "method": "ωB97M-V/def2-TZVPD",
  "relative_energy_kj_mol": 52.84,
  "total_charge": 1,
  "orbital_gap_ev": [14.02, 3.73],
  "spin_multiplicity": 2,
  "symbols": ["C", "C", "C", "C", "H", "H", "H", "H", "H", "H", "H", "H", "H", "H", "H", "H"],
  "xyz": [[-0.532, 1.717, 0.201], [1.502, -2.693, -0.282], [-1.779, 2.406, 0.682], [0.867, -1.394, -0.609], [1.269, -3.416, -1.116], [-2.689, 1.877, 0.414], [0.301, -0.968, 0.270], [1.039, -3.171, 0.589], [0.107, -1.493, -1.423], [1.526, -0.589, -0.950], [-0.303, 1.005, 1.079], [-1.789, 3.423, 0.256], [0.290, 2.402, 0.008], [2.583, -2.662, -0.281], [-1.721, 2.548, 1.770], [-0.671, 1.008, -0.608]]
}

Record 3
{
  "formula": "C4H12",
  "method": "ωB97M-V/def2-TZVPD",
  "relative_energy_kj_mol": 62.47,
  "total_charge": 1,
  "orbital_gap_ev": [12.93, 5.19],
  "spin_multiplicity": 2,
  "symbols": ["C", "C", "C", "C", "H", "H", "H", "H", "H", "H", "H", "H", "H", "H", "H", "H"],
  "xyz": [[-0.311, -1.861, -0.877], [0.134, 1.570, -0.067], [0.962, -1.764, -0.008], [-0.811, 2.117, 0.954], [-0.066, -2.378, -1.805], [1.030, -2.420, 0.858], [-0.379, 0.581, -0.337], [1.101, 1.050, 0.151], [-0.090, 2.650, 1.642], [-0.799, -0.936, -1.245], [-1.604, 2.820, 0.688], [-1.278, 1.286, 1.489], [1.880, -2.159, -0.464], [0.327, 2.227, -0.919], [1.084, -0.706, 0.187], [-1.020, -2.418, -0.295]]
}

Record 4
{
  "formula": "C4H12B2CoF8O4",
  "method": "ωB97M-V/def2-TZVPD",
  "relative_energy_kj_mol": 88.54,
  "total_charge": 0,
  "orbital_gap_ev": [11.39, 10.86],
  "spin_multiplicity": 4,
  "symbols": ["Co", "F", "F", "F", "F", "F", "F", "F", "F", "O", "O", "O", "O", "C", "C", "C", "C", "B", "B", "H", "H", "H", "H", "H", "H", "H", "H", "H", "H", "H", "H"],
  "xyz": [[0.001, -0.188, 0.500], [1.302, -1.771, 1.115], [-0.597, -0.092, 2.783], [-2.067, -1.453, 3.617], [-2.678, 0.082, 2.105], [1.706, 0.257, 1.595], [-1.289, -1.530, 1.359], [2.529, -1.406, 2.891], [3.452, -1.002, 0.821], [-0.234, 1.950, 0.852], [1.614, 0.723, -1.109], [-1.878, 0.057, -0.664], [0.185, -1.700, -0.960], [-1.780, 1.442, -0.993], [0.743, -1.278, -2.199], [1.945, -0.291, -2.066], [-1.514, 2.339, 0.221], [-1.695, -0.787, 2.496], [2.292, -1.015, 1.604], [-1.652, 3.384, -0.057], [2.302, 0.805, -0.445], [-2.727, 1.780, -1.414], [-0.128, 2.456, 1.661], [-2.352, 2.147, 0.892], [2.199, -0.019, -3.090], [1.056, -2.102, -2.841], [-0.081, -0.801, -2.729], [-2.299, -0.337, -1.432], [-0.918, 1.590, -1.644], [-0.304, -2.499, -1.169], [2.868, -0.740, -1.701]]
}

Record 5
{
  "formula": "C4H12BGaO7P",
  "method": "ωB97M-V/def2-TZVPD",
  "total_charge": -1,
  "orbital_gap_ev": 6.70,
  "symbols": ["Ga", "P", "O", "O", "O", "O", "O", "O", "O", "C", "C", "C", "C", "B", "H", "H", "H", "H", "H", "H", "H", "H", "H", "H", "H", "H"],
  "xyz": [[2.233, 2.015, -1.262], [0.913, 1.597, 0.645], [3.904, 2.726, -0.605], [-1.829, 0.203, -0.341], [3.112, 4.960, -1.129], [-0.995, -1.514, 0.872], [3.676, 4.400, 1.219], [-2.599, -1.897, -0.646], [1.604, 2.065, 1.946], [-1.806, -0.951, -0.065], [-1.458, -2.849, 1.069], [-3.129, -4.236, -0.236], [-2.061, -3.167, -0.270], [3.582, 4.016, -0.147], [-2.190, -2.842, 1.882], [2.156, 4.998, -1.021], [0.475, 0.247, 0.759], [-0.635, -3.512, 1.333], [-3.893, -4.006, 0.510], [-1.291, -3.432, -1.003], [2.590, 0.723, -2.132], [-0.281, 2.386, 0.501], [1.479, 3.071, -2.218], [-2.696, -5.210, -0.004], [-3.636, -4.298, -1.200], [2.775, 4.504, 1.543]]
}

Record 6
{
  "formula": "C4H12BO2P",
  "method": "ωB97M-V/def2-TZVPD",
  "relative_energy_kj_mol": 0.00,
  "total_charge": 0,
  "orbital_gap_ev": 8.88,
  "symbols": ["P", "O", "O", "C", "C", "C", "C", "B", "H", "H", "H", "H", "H", "H", "H", "H", "H", "H", "H", "H"],
  "xyz": [[-0.104, -1.401, 1.024], [0.816, 2.329, -1.938], [0.625, 0.710, -3.629], [1.073, -0.158, -1.215], [0.548, -0.323, 2.410], [-1.920, -1.391, 1.629], [-0.133, -0.006, -0.232], [0.914, 1.004, -2.334], [1.881, -0.097, -0.592], [0.498, 3.030, -2.574], [-0.180, 0.957, 0.331], [-2.437, -2.289, 1.238], [1.576, 0.044, 2.179], [0.978, -1.270, -1.523], [0.601, -0.834, 3.365], [-1.059, -0.240, -0.791], [-1.826, -1.613, 2.727], [-0.159, 0.589, 2.544], [-2.269, -0.440, 1.726], [0.579, 1.398, -4.343]]
}

Record 7
{
  "formula": "C4H12Cl2N3OP",
  "method": "ωB97M-V/def2-TZVPD",
  "total_charge": 0,
  "orbital_gap_ev": [7.81, 6.69],
  "symbols": ["Cl", "Cl", "P", "O", "N", "N", "N", "C", "C", "C", "C", "H", "H", "H", "H", "H", "H", "H", "H", "H", "H", "H", "H"],
  "xyz": [[3.745, -0.482, -1.271], [3.815, 1.960, 0.262], [1.115, -0.386, 0.933], [1.507, -1.775, 1.116], [-0.435, -0.220, 0.243], [0.983, 0.596, 2.318], [2.923, 0.826, -0.654], [-2.260, -1.844, -0.104], [-0.354, 1.513, -1.451], [-0.883, 1.073, -0.054], [-0.919, -1.391, -0.554], [-0.418, 1.618, 0.726], [-3.059, -1.143, -0.301], [-0.972, 0.974, -2.249], [-0.159, -2.208, -0.421], [0.687, 1.499, -1.398], [-0.570, 2.554, -1.600], [1.386, 1.525, 2.103], [1.130, 0.271, 3.296], [-2.113, -1.978, 1.052], [-2.386, -2.901, -0.379], [-0.809, -1.349, -1.676], [-1.954, 1.268, 0.062]]
}

Record 8
{
  "formula": "C4H12ClNP",
  "method": "ωB97M-V/def2-TZVPD",
  "relative_energy_kj_mol": 29.65,
  "total_charge": 1,
  "orbital_gap_ev": 10.19,
  "symbols": ["Cl", "P", "N", "C", "C", "C", "C", "H", "H", "H", "H", "H", "H", "H", "H", "H", "H", "H", "H"],
  "xyz": [[2.511, -1.131, -1.107], [1.831, -0.381, 0.637], [0.501, 0.929, 0.067], [-0.021, -0.414, 0.258], [0.556, 1.446, -1.239], [0.099, 1.757, 1.128], [-1.278, -0.713, 1.197], [0.133, -0.332, 4.179], [0.767, 2.666, 1.177], [-0.905, 2.148, 1.110], [0.216, 1.089, 2.046], [0.592, 2.532, -1.228], [0.312, -0.905, 3.644], [-1.024, -0.725, 2.316], [-1.736, 0.290, 1.154], [-0.255, -1.045, -0.630], [1.435, 1.107, -1.753], [-0.274, 1.063, -1.894], [-1.975, -1.405, 0.801]]
}

Record 9
{
  "formula": "C4H12ClNSi",
  "method": "ωB97M-V/def2-TZVPD",
  "relative_energy_kj_mol": 422.25,
  "total_charge": 0,
  "orbital_gap_ev": 7.02,
  "symbols": ["Cl", "Si", "N", "C", "C", "C", "C", "H", "H", "H", "H", "H", "H", "H", "H", "H", "H", "H", "H"],
  "xyz": [[3.928, -0.537, 0.377], [0.139, 0.675, -0.570], [-0.774, -0.540, 0.199], [-0.766, -1.910, -0.356], [-1.708, -0.317, 1.253], [-0.155, 2.302, 0.284], [1.750, 0.143, -1.438], [1.713, -0.929, -1.669], [-0.670, -2.658, 0.569], [2.606, -0.060, -0.515], [2.032, 0.714, -2.408], [-1.430, 0.676, 1.774], [0.795, 2.394, 0.779], [-2.707, -0.210, 0.810], [-0.965, 2.370, 1.115], [-1.671, -1.169, 1.925], [0.032, -1.966, -1.012], [-0.385, 3.076, -0.346], [-1.764, -2.053, -0.772]]
}

Record 10
{
  "formula": "C4H12CsO2",
  "method": "ωB97M-V/def2-TZVPD",
  "relative_energy_kj_mol": 82.96,
  "total_charge": 1,
  "orbital_gap_ev": 9.19,
  "symbols": ["Cs", "O", "O", "C", "C", "C", "C", "H", "H", "H", "H", "H", "H", "H", "H", "H", "H", "H", "H"],
  "xyz": [[0.306, -2.058, -0.182], [3.017, 1.003, 2.583], [-3.139, 0.395, -2.279], [-4.958, -1.201, -2.198], [4.408, 0.718, 2.905], [4.996, -0.023, 1.722], [-4.517, 0.235, -2.577], [4.433, -0.947, 1.589], [4.419, 0.129, 3.823], [-4.463, -1.976, -2.784], [2.784, 1.746, 3.143], [4.998, 1.597, 3.161], [-5.040, 0.978, -1.975], [-4.727, -1.343, -1.142], [-6.034, -1.370, -2.223], [-4.667, 0.418, -3.641], [4.956, 0.654, 0.868], [6.066, -0.186, 1.847], [-2.838, 1.231, -2.642]]
}

no.,E_tot (hartree)
1,-159.5734
2,-159.1497
3,-159.1460
4,-2692.3865
5,-2977.4695
6,-676.3534
7,-1660.7304
8,-1015.5669
9,-963.9693
10,-329.9923